Density functional theory data (the ωB97M-V functional and the def2-TZVPD basis) for a molecular structure, C29H31FN5OS2W.

Values from the calculation:
total charge	+3
HOMO level (spin up / spin down)	-17.1 / -17.1	eV
orbital gap (spin up / spin down)	5.716 / 5.704	eV

```
70
Properties=species:S:1:pos:R:3:forces:R:3
W 0.894831 0.337298 -0.268675 0.95 1.32 1.12
N 3.255419 3.460937 2.017053 0.00 -0.05 0.00
C 2.627525 2.747520 1.085540 0.08 0.08 0.09
S 1.401709 1.603318 1.687444 -0.51 -0.32 -0.86
N 2.832437 2.930827 -0.168060 -0.01 -0.06 -0.01
N 2.146437 2.072307 -1.011378 0.14 -0.16 -0.07
C 2.351276 2.383668 -2.259492 0.00 0.04 0.00
C 1.920732 1.649598 -3.418146 0.04 0.08 0.08
C 2.215680 2.116791 -4.700479 0.00 0.00 -0.06
C 1.878404 1.354662 -5.809637 0.00 0.00 0.03
C 1.264538 0.116517 -5.650210 0.01 0.01 0.01
C 0.968550 -0.377685 -4.381672 -0.01 -0.04 -0.02
C 1.294076 0.409861 -3.302541 -0.03 -0.03 0.08
O 0.998775 -0.014618 -2.028715 -0.05 -0.27 -0.55
H 3.055336 3.354888 2.997562 0.00 0.02 -0.01
H 3.909643 4.177399 1.735231 0.00 0.00 -0.01
H 2.961729 3.267993 -2.422182 -0.01 0.00 -0.02
H 2.709262 3.073116 -4.820808 0.00 0.00 -0.01
H 2.102731 1.721310 -6.801531 0.00 0.00 0.00
H 1.010604 -0.475625 -6.519110 0.00 0.01 -0.01
H 0.492844 -1.338941 -4.241751 0.00 0.00 -0.01
C -1.236708 1.776049 -1.411585 -0.31 -0.14 0.17
C -2.350464 1.996453 -0.394226 0.00 0.00 -0.04
C -3.670471 1.429374 -0.938535 0.00 0.03 0.02
C -2.037760 1.490117 1.004023 0.02 -0.05 -0.08
C -2.530563 2.241463 2.062773 -0.02 -0.02 0.01
C -2.349540 1.846527 3.377856 0.00 -0.03 0.01
C -1.682460 0.664906 3.670113 -0.02 0.07 0.04
C -1.147142 -0.123067 2.666146 0.00 -0.06 -0.02
C -0.509592 -1.455466 3.025431 0.03 0.02 0.00
C -1.591946 -2.434620 3.500379 -0.02 0.01 -0.01
C 0.583919 -1.317290 4.089460 -0.02 -0.02 -0.03
C -1.314011 0.326938 1.336793 0.03 -0.06 0.19
N -0.700847 -0.518022 0.307349 0.14 -0.66 -0.12
C -1.405747 -1.648322 -0.137250 0.02 0.09 0.03
C -2.764321 -1.842211 0.129907 -0.04 -0.09 -0.04
C -3.362512 -3.022195 -0.265435 -0.06 0.05 0.02
C -2.620776 -4.016920 -0.899381 0.06 -0.05 -0.03
C -1.256821 -3.860043 -1.144878 -0.13 0.05 0.03
C -0.691320 -2.673922 -0.765787 0.31 0.15 0.00
F 0.641646 -2.450569 -0.935761 -0.23 -0.07 0.03
H -1.197962 2.554073 -2.175093 0.07 0.01 0.02
H -1.328103 0.814871 -1.914878 0.07 0.00 -0.01
H -0.250203 1.918695 -0.882658 0.02 0.27 -0.08
H -2.484207 3.073670 -0.288460 0.03 0.01 0.03
H -3.583457 0.366525 -1.166850 -0.01 0.00 0.00
H -3.954939 1.946692 -1.854783 0.01 0.00 -0.01
H -4.474581 1.566969 -0.216865 -0.01 0.00 -0.01
H -3.075650 3.151887 1.847284 0.00 0.01 0.00
H -2.748820 2.452776 4.180143 0.00 0.01 0.00
H -1.591032 0.347749 4.700468 0.00 0.01 0.00
H -0.058472 -1.886223 2.125393 0.00 -0.01 0.01
H -2.054948 -2.077939 4.420841 0.00 0.00 0.01
H -1.153331 -3.410946 3.704876 0.01 0.00 0.00
H -2.379204 -2.562434 2.756393 0.01 0.00 0.02
H 0.184768 -0.920502 5.022249 0.00 -0.01 0.00
H 1.396133 -0.658919 3.774277 0.01 0.05 -0.01
H 1.003481 -2.298125 4.317166 0.01 0.01 0.00
H -3.328345 -1.081997 0.653949 0.00 0.00 -0.01
H -4.413615 -3.179608 -0.067809 0.00 -0.01 -0.01
H -3.105252 -4.936755 -1.198639 0.00 0.00 0.00
H -0.663831 -4.634888 -1.610620 0.02 0.01 0.00
S 5.059616 -1.588303 -0.118345 0.03 0.01 0.04
C 4.114422 -2.174132 1.181596 -0.02 -0.02 -0.02
C 2.877046 -1.637468 1.148675 0.09 0.02 0.00
N 2.691825 -0.756134 0.095540 -0.74 -0.17 0.13
C 3.784210 -0.646554 -0.650192 0.04 -0.04 -0.09
H 4.508549 -2.879289 1.896417 0.02 -0.01 -0.01
H 2.078605 -1.827776 1.847401 -0.03 0.01 0.00
H 3.852196 -0.016235 -1.523310 -0.01 0.00 -0.01
```
Forces are in eV/Å.

***

Density functional theory data (the ωB97M-V functional and the def2-TZVPD basis) for a molecular structure, C29H31N2O7S4Si2W.

Values from the calculation:
total charge	+1
HOMO level	-11.1	eV
orbital gap	6.127	eV

```
76
Properties=species:S:1:pos:R:3:forces:R:3
W 0.211258 0.220747 -0.908620 -1.39 -0.18 -1.32
C -0.629115 4.727496 -1.477963 0.10 -0.09 -0.11
C -0.972720 3.302429 -1.808503 -0.09 0.06 0.13
C -0.820304 2.797315 -3.098514 0.19 0.23 -0.03
C -1.263341 1.533944 -3.429859 -0.15 -0.26 -0.08
C -1.103269 0.996028 -4.820154 0.04 -0.04 0.04
C -1.957131 0.781406 -2.454815 0.00 0.06 -0.36
C -2.249038 1.318139 -1.201013 -0.10 -0.30 -0.01
C -3.375129 0.766038 -0.379315 0.02 0.02 0.03
C -1.623231 2.511828 -0.845266 0.23 0.36 0.07
H -1.553403 5.311614 -1.429629 0.06 -0.05 -0.03
H 0.012971 5.176189 -2.235512 -0.01 -0.04 0.05
H -0.145200 4.813772 -0.508391 0.06 -0.02 0.08
H -0.324540 3.402088 -3.852902 -0.06 -0.03 0.07
H -1.890342 1.406928 -5.456871 0.01 -0.02 -0.01
H -1.193305 -0.090890 -4.845139 0.02 0.05 0.03
H -0.144162 1.284241 -5.253528 -0.04 0.00 0.03
H -2.432081 -0.141118 -2.755705 0.01 -0.16 -0.01
H -4.280875 1.306126 -0.660746 -0.02 0.02 -0.01
H -3.223130 0.920187 0.685821 -0.02 0.03 0.05
H -3.554945 -0.287008 -0.585081 0.00 -0.02 -0.01
H -1.828287 2.932035 0.131266 0.05 0.01 0.04
O 4.492051 -1.196446 -6.254737 -0.15 0.11 0.02
C 3.735526 -0.930087 -5.378523 0.29 -0.18 -0.02
S 3.937292 0.476538 -4.286346 0.03 -0.06 -0.13
C 2.521647 0.130350 -3.340030 0.12 0.05 -0.21
C 1.796847 -0.964894 -3.646457 0.10 -0.07 -0.17
S 0.450130 -1.374903 -2.705167 -0.30 0.39 0.68
S 2.308592 -1.946256 -4.976496 0.07 0.04 -0.08
S 2.132093 1.089774 -1.985741 -0.62 -0.19 0.87
C 0.316255 2.592666 1.959934 -0.34 0.18 0.16
Si 1.483777 1.877945 0.700737 0.46 0.14 0.21
C 2.415609 3.331996 -0.025087 0.14 0.28 -0.11
C 2.737239 0.849652 1.590451 0.25 -0.16 0.29
C 3.626148 1.508047 2.450946 0.05 -0.02 0.08
C 4.565479 0.796005 3.182834 -0.04 0.02 -0.03
C 4.626142 -0.589822 3.067023 -0.05 -0.03 -0.04
C 3.754396 -1.249783 2.212311 0.05 0.02 0.08
C 2.806268 -0.538418 1.463005 0.26 0.06 0.30
Si 1.757037 -1.507254 0.280232 0.39 0.24 -0.05
C 0.853212 -2.811000 1.217661 -0.45 -0.37 0.21
C 2.924381 -2.382695 -0.854276 0.33 -0.26 -0.30
H 0.957574 2.893866 2.799209 -0.13 0.01 -0.09
H -0.425671 1.888314 2.333113 0.09 0.10 0.04
H -0.190076 3.489163 1.587397 0.06 -0.08 0.10
H 2.265285 4.197020 0.632732 0.06 -0.10 -0.08
H 2.123041 3.618974 -1.033798 -0.05 0.11 0.02
H 3.485212 3.097140 -0.052136 -0.17 0.08 -0.02
H 3.590381 2.593457 2.554201 0.01 -0.18 -0.01
H 5.250258 1.318674 3.842017 -0.06 -0.05 -0.05
H 5.355544 -1.153339 3.638876 -0.06 0.06 -0.05
H 3.821790 -2.335406 2.128812 0.01 0.21 0.02
H 1.627552 -3.442114 1.673246 -0.14 0.06 -0.04
H 0.243276 -3.444552 0.564441 0.08 0.03 0.15
H 0.235739 -2.414040 2.029365 0.11 -0.13 -0.06
H 3.641685 -2.933036 -0.228677 -0.10 0.10 -0.15
H 3.496228 -1.684121 -1.472988 -0.01 -0.13 0.05
H 2.414123 -3.101561 -1.502087 0.12 0.04 0.06
O -0.870159 0.035154 1.077855 0.63 0.19 -0.40
C -1.440041 -1.017598 0.683418 0.10 -0.11 -0.45
O -1.180191 -1.379995 -0.519719 0.05 0.09 0.49
C -2.348421 -1.775700 1.550257 0.11 -0.03 -0.12
C -2.826762 -3.012449 1.142300 0.00 -0.01 -0.16
C -3.647994 -3.700618 2.003953 -0.28 -0.28 -0.18
C -4.010589 -3.213427 3.241090 -0.15 -0.11 0.10
C -3.515736 -1.979503 3.598011 -0.15 0.18 0.39
C -2.685942 -1.246978 2.785252 0.07 0.22 0.08
N -3.891745 -1.413883 4.922611 0.12 -0.02 0.28
O -3.522418 -0.281226 5.164534 -0.10 -0.25 -0.17
O -4.516279 -2.131564 5.673201 0.08 0.15 -0.27
N -4.163817 -5.033462 1.589472 0.43 -0.51 0.33
O -4.921605 -5.592978 2.353274 0.02 0.30 -0.28
O -3.717167 -5.502609 0.561451 -0.24 0.30 0.08
H -2.566967 -3.432615 0.180875 0.01 -0.01 0.01
H -4.655348 -3.773102 3.901787 -0.02 -0.02 0.01
H -2.311564 -0.286825 3.114815 -0.01 -0.04 -0.02
```
Forces are in eV/Å.

***

Density functional theory data (the ωB97M-V functional and the def2-TZVPD basis) for a molecular structure, C29H31N4O2.

Values from the calculation:
total charge	+1
HOMO level	-11.1	eV
orbital gap	7.123	eV

```
66
Properties=species:S:1:pos:R:3:forces:R:3
N 2.369379 2.398069 2.322982 2.74 0.92 0.89
N 3.421824 1.509739 2.844364 -0.61 0.15 -1.69
C 4.420119 1.353905 1.893249 0.98 1.35 -1.12
O 4.677790 2.209397 1.040757 -0.78 -1.95 1.49
H 2.338494 3.176831 2.982525 -0.19 0.11 -0.61
H 2.626710 2.707850 1.385065 0.93 0.31 0.32
H 3.181540 0.624423 3.337883 -0.52 1.13 -0.56
H 4.960986 0.397467 1.989762 0.15 0.29 0.06
C -1.499577 -2.819052 -2.916730 -0.27 0.13 -0.07
N -0.341901 -2.242858 -2.268326 0.55 -0.19 0.12
C 0.934221 -2.719347 -2.442752 -0.98 -0.81 -0.37
O 1.204344 -3.723245 -3.098154 0.24 1.68 0.96
C 1.865650 -1.783298 -1.641459 0.06 -1.59 -0.15
C 2.795737 -1.013149 -2.562131 0.12 0.11 -0.45
C 2.031430 -0.234577 -3.607069 0.24 0.26 -0.18
C 1.672211 -0.868140 -4.801489 -0.08 0.08 -0.10
C 0.929318 -0.185430 -5.765072 -0.06 0.09 0.27
C 0.519106 1.130899 -5.520066 0.09 -0.07 0.07
C 0.922287 1.785777 -4.352194 0.05 -0.14 0.10
C 1.700550 1.110209 -3.405407 -0.26 -0.22 -0.18
N 0.934171 -0.962848 -0.879350 0.42 1.41 0.14
C 1.339869 0.058729 -0.090663 -0.74 -1.66 -0.69
C 0.497678 1.042054 0.371885 0.53 0.94 0.24
C 0.741781 1.600932 1.667969 -1.08 -1.99 1.10
C -0.210089 2.621903 2.117877 -1.31 1.13 0.51
C -0.084567 3.250038 3.379358 -0.31 0.22 -0.14
C -1.010231 4.211123 3.811962 -0.08 -0.27 -0.02
C -2.166594 4.483672 3.062758 0.63 -0.14 -0.25
C -2.308051 3.887068 1.803123 0.32 -0.07 0.13
C -1.317727 3.021768 1.313485 -0.03 0.13 0.28
C -0.488262 -1.118852 -1.372365 0.82 0.47 -0.23
C -1.480451 -1.311375 -0.266814 0.03 -0.80 0.64
C -1.365268 -2.299588 0.643407 0.14 0.83 -0.64
C -2.208754 -2.451548 1.818231 -0.95 -0.34 1.10
C -1.999433 -3.549733 2.689552 -0.13 0.47 -0.43
C -2.830415 -3.772509 3.785550 -0.26 0.28 -0.01
C -3.905282 -2.904287 4.039497 0.45 -0.01 -0.31
C -4.098567 -1.783176 3.217573 0.24 -0.12 -0.14
C -3.254768 -1.547573 2.124950 0.15 -0.51 0.19
H -1.205604 -3.760276 -3.381513 -0.01 0.13 0.09
H -2.291985 -2.987821 -2.177976 0.18 -0.07 -0.16
H -1.884295 -2.136755 -3.686994 0.09 -0.14 0.09
H 2.443495 -2.450337 -0.984414 -0.05 0.33 0.06
H 3.402204 -0.348908 -1.945861 0.16 0.06 -0.07
H 3.462556 -1.730854 -3.065899 -0.17 0.16 0.33
H 1.983965 -1.904258 -4.972657 -0.15 0.39 0.04
H 0.666852 -0.689603 -6.697252 0.03 0.21 0.29
H -0.109346 1.648580 -6.245362 0.25 -0.10 0.16
H 0.639621 2.825131 -4.167265 0.08 -0.33 -0.16
H 2.054789 1.619225 -2.502955 -0.16 -0.09 -0.30
H 2.391035 0.088590 0.242616 -0.50 -0.65 -0.26
H -0.351388 1.393955 -0.260225 1.00 -0.52 0.81
H 1.249773 0.982025 2.468058 -2.42 -0.43 -1.49
H 0.775078 3.015132 4.024009 -0.67 0.10 -0.17
H -0.831473 4.743248 4.752094 -0.14 -0.33 -0.33
H -2.907320 5.202619 3.421233 0.27 -0.31 -0.08
H -3.190163 4.113804 1.190098 0.52 -0.10 0.23
H -1.436070 2.686433 0.275307 0.00 0.03 0.72
H -0.751869 -0.201438 -1.928306 0.10 -0.21 -0.03
H -2.327549 -0.628312 -0.261046 0.27 -0.03 0.15
H -0.577533 -3.051038 0.538848 0.01 0.29 -0.04
H -1.174030 -4.231040 2.471155 -0.25 0.12 0.11
H -2.647102 -4.626189 4.441957 -0.10 0.27 -0.24
H -4.576904 -3.099875 4.877888 0.23 0.12 -0.27
H -4.916660 -1.091352 3.432407 0.28 -0.23 -0.10
H -3.405313 -0.671927 1.488333 -0.07 -0.28 0.32
```
Forces are in eV/Å.

***

The ΔE to the lowest compared entry with this formula, charge and spin results, record by record, are as follows: 43.6; 58.0; 216.3 kJ/mol.